[1]
The following is a DFT calculation (wB97M-V/def2-TZVPD) of a cluster of 2 separate species, C4H11INO in total.

```
18
Properties=species:S:1:pos:R:3:forces:R:3
C 1.474764 -0.626727 -0.260122 1.444 -1.410 0.883
C -0.446139 -1.720732 0.919192 0.628 -0.747 0.423
C -0.551814 1.791653 -1.427352 0.662 -1.305 3.368
C -0.512656 0.740011 0.576477 -2.724 1.050 -5.040
N 0.048322 -0.538036 0.060557 -2.894 -0.655 1.632
O 0.357021 1.312761 1.339493 1.423 0.383 1.687
I -1.738470 0.502623 -2.621937 0.331 0.859 0.320
H 2.097484 -1.044026 0.644670 -1.378 0.730 -1.863
H 1.377316 -1.356371 -1.103193 1.358 0.620 0.623
H 1.892439 0.348422 -0.537685 -0.299 -0.426 -0.111
H -0.252778 -2.699627 0.404698 0.374 1.070 0.467
H 0.055311 -1.618761 1.898723 0.065 -0.356 -0.633
H -1.516992 -1.758439 1.157296 0.139 0.849 -0.641
H -0.743807 2.848811 -1.152312 -0.692 -0.862 -0.664
H 0.514659 1.663501 -1.603177 -0.235 -0.010 -0.489
H -1.676761 0.723803 0.736014 2.493 -0.228 0.179
H -0.429739 -0.661183 -0.835013 -0.408 0.143 -0.283
H 0.051839 2.092316 1.803670 -0.287 0.297 0.142
```
Forces are in eV/Å.

The net charge is +1. For the LUMO energy, the calculation gives -3.096 eV. As for the spin multiplicity: 1. Its HOMO energy is -0.4572 hartree.



[2]
The following is a DFT calculation (wB97M-V/def2-TZVPD) of the ion C4H11INO2 with charge +1.

```
19
Properties=species:S:1:pos:R:3:forces:R:3
C -0.620801 1.008089 2.262472 -1.988 -1.738 0.507
C -0.978115 0.041570 1.134865 0.618 1.087 0.089
O 0.327359 -0.482340 0.604029 -0.608 0.515 1.650
C 0.455329 -0.635895 -0.680841 2.270 -3.153 -0.486
N -0.319126 -1.962951 -1.056163 1.353 2.804 -2.798
I 2.587874 -1.449110 -1.047791 -0.588 0.486 0.275
O 0.115856 0.261858 -1.564480 -1.148 0.546 -0.700
C 0.912677 1.448473 -1.488491 3.144 -1.533 2.480
H -0.321414 0.412273 3.117984 0.568 -0.037 0.075
H 0.152610 1.637198 1.939464 0.736 1.364 -0.110
H -1.571132 1.452448 2.640813 0.814 0.348 -0.655
H -1.406927 0.601692 0.273236 -0.369 -0.750 0.757
H -1.546123 -0.773211 1.620362 0.066 0.108 -1.101
H 0.066611 -2.436385 -1.860139 0.367 -0.046 -0.449
H -1.207339 -1.639184 -1.287789 -2.565 0.249 -0.382
H -0.291829 -2.546107 -0.310927 -0.048 -2.310 3.139
H 0.371003 2.323299 -1.623343 -1.225 1.283 -0.023
H 1.741848 1.375016 -2.156909 0.118 -0.102 -1.267
H 1.531638 1.363267 -0.516351 -1.515 0.879 -1.000
```
Forces are in eV/Å.

The net charge is +1. For the LUMO energy, the calculation gives -3.964 eV. The SMILES is CCO[C@]([NH3+])(I)OC. As for the spin multiplicity: 1. Its HOMO energy is -0.4997 hartree.



[3]
The following is a DFT calculation (wB97M-V/def2-TZVPD) of a structure of composition C4H11InNO.

```
18
Properties=species:S:1:pos:R:3:forces:R:3
C -2.535777 0.425708 -2.278364 0.738 -0.517 0.573
In -1.153784 -0.910606 -1.074783 -0.519 0.020 0.169
C 0.660657 0.363658 -0.641589 -0.359 -1.036 0.007
C 1.642373 -0.031533 0.462831 -0.089 1.247 -0.398
C 1.087415 -0.189802 1.835121 1.646 1.143 -0.145
N 1.897721 0.450760 2.887428 0.193 -0.353 0.040
O 0.128354 -0.802408 2.119026 -1.922 -1.446 0.660
H -2.393086 1.435312 -1.923599 0.130 0.522 -0.019
H -2.300484 0.352319 -3.329288 -0.101 0.116 -0.440
H -3.562189 0.164834 -2.078468 -0.451 -0.249 -0.097
H -0.757328 -2.434542 -1.938329 0.140 0.166 -0.048
H -2.098373 -1.383493 0.376318 0.072 0.092 -0.141
H 0.326683 1.382279 -0.516232 -0.157 0.474 0.251
H 1.239081 0.359740 -1.555197 0.161 0.028 -0.469
H 2.400275 0.736211 0.550204 0.495 0.163 0.057
H 2.172272 -0.934136 0.207322 0.123 -0.636 -0.059
H 1.872704 -0.222896 3.646415 -0.061 0.027 0.199
H 1.373486 1.238595 3.251183 -0.040 0.238 -0.140
```
Forces are in eV/Å.

The net charge is -1. For the LUMO energy, the calculation gives 3.410 eV. As for the spin multiplicity: 1. Its HOMO energy is -0.1469 hartree.



[4]
The following is a DFT calculation (wB97M-V/def2-TZVPD) of a cluster of 2 separate species, C4H11N2 in total.

```
17
Properties=species:S:1:pos:R:3:forces:R:3
C 2.619495 -0.908305 0.261256 1.581 -0.478 -2.074
C 0.308613 1.731330 0.124545 -3.251 -2.654 1.428
C -2.226176 -0.427878 -0.320175 2.361 3.136 4.352
C 0.618907 0.357443 -0.397887 -1.953 -0.214 -0.009
N 1.733928 -0.180187 -0.189461 1.290 -0.106 1.072
N -0.885254 -0.758245 0.357521 -1.724 -0.602 1.753
H 2.558609 -1.798218 0.835897 -0.809 -0.469 1.161
H 3.549688 -0.829821 -0.292426 0.610 0.291 0.559
H 0.678371 1.944224 1.104666 0.556 -0.124 0.469
H 0.734689 2.290804 -0.590643 1.227 2.905 -2.317
H -0.820349 1.827411 0.166016 1.544 0.305 -0.325
H -2.285292 0.693536 -0.150812 -0.419 -1.297 -0.358
H -2.128778 -0.565180 -1.306824 -0.112 -1.002 -3.593
H -3.025409 -0.858290 0.216366 -0.968 -0.825 0.015
H 0.261300 -0.019574 -1.354115 -0.451 0.807 -0.169
H -1.085777 -0.785933 1.416851 0.675 0.182 -2.049
H -0.606559 -1.713122 0.119222 -0.156 0.144 0.086
```
Forces are in eV/Å.

The net charge is +1. For the LUMO energy, the calculation gives -3.617 eV. As for the spin multiplicity: 1. Its HOMO energy is -0.5237 hartree.



no.,frontier orbital gap (eV)
1,9.347
2,9.634
3,7.408
4,10.633